Entry from the OMol25 dataset: a cluster of 2 separate species, C3H7N3S in total at a distorted geometry (ωB97M-V with the def2-TZVPD basis set).

The calculation puts the highest occupied orbital energy (spin up / spin down) at -8.14 / -8.11 eV. The max |F| is 3.8 eV/Å. Its structure (SMILES) is N=C=CCN.N=S. For the LUMO energy (spin up / spin down), the calculation gives -1.76 / -1.64 eV. The frontier orbital gap (spin up / spin down) is 6.379 / 6.470 eV. The calculation puts the energy above the lowest of the compared OMol25 structures with the same formula, charge and spin at 483.2 kJ/mol. The calculation puts the total energy at -680.79820 hartree.

Structure (XYZ):
```
14
Properties=species:S:1:pos:R:3:forces:R:3
N 1.592 -1.958 -0.063 2.45 -1.31 -1.83
C 0.685 -1.329 0.360 0.89 -0.38 1.92
C -0.295 -0.735 0.961 -2.35 0.58 -2.89
C -1.301 -0.240 -0.067 -1.54 1.76 2.50
N -1.383 1.234 -0.007 0.17 0.67 -1.73
H 2.583 -1.519 -0.347 -2.02 -0.30 0.90
H -0.650 -0.718 1.921 0.25 -0.11 2.49
H -1.022 -0.684 -0.950 0.83 -0.05 -2.72
H -2.379 -0.504 -0.020 0.70 -0.78 0.95
H -1.017 1.664 0.825 0.12 -0.46 0.46
H -0.860 1.672 -0.764 -0.14 -0.15 0.09
N 3.213 -0.092 -0.450 0.97 0.41 0.63
S 2.586 1.166 0.215 -0.39 0.13 0.51
H 3.432 0.128 -1.398 0.07 0.00 -1.29
```
Positions in Å, forces in eV/Å.